[1]
20
Properties=species:S:1:pos:R:3:forces:R:3:lowdin_charge:R:1 method="wB97M-V/def2-TZVPD" homo_lumo_gap_ev=3.525 homo_ha=-0.295
O -1.383528 -1.823404 -0.182065 -0.42 0.25 0.04 -0.015
C -2.286226 -0.801200 -0.588751 0.39 -0.99 -0.17 -0.211
C -1.738162 0.582062 -0.582663 -0.45 -0.09 0.38 0.236
C -1.585589 1.320675 0.667789 1.54 0.57 1.47 -0.170
O -0.291712 1.053598 1.352181 -1.57 -1.23 -1.24 -0.021
H -2.666405 -1.092924 -1.568984 0.07 0.34 -0.11 0.129
H -1.625065 1.085272 -1.542949 0.28 0.00 0.11 0.153
H -3.121250 -0.855786 0.122690 -0.09 0.48 0.00 0.145
H -1.489285 2.400580 0.630381 -0.97 0.15 -0.82 0.134
H -2.363534 0.969110 1.349627 -0.13 0.15 -0.01 0.141
H 0.214517 0.586806 0.654073 1.34 0.31 0.74 0.022
H 2.139824 -1.097030 0.048765 0.76 -0.34 -0.06 -0.011
H 1.283705 -2.254618 0.778682 0.41 -0.24 0.05 0.048
O 1.256292 -1.340110 0.503069 -1.24 0.20 -0.06 -0.109
H 4.192011 -0.437411 0.015232 -0.10 -0.10 0.02 -0.041
H 2.144707 2.118534 -0.407076 0.18 -0.21 -0.07 0.035
O 3.487108 -0.654993 -0.603581 -0.79 0.30 0.06 -0.365
H -0.484316 -1.511951 0.035485 0.81 0.26 0.02 0.043
H 2.506892 0.514633 -0.463279 0.68 0.10 -0.13 -0.022
O 1.810008 1.238163 -0.218628 -0.68 0.09 -0.23 -0.122

---

[2]
51
Properties=species:S:1:pos:R:3:forces:R:3:lowdin_charge:R:1 method="wB97M-V/def2-TZVPD" homo_lumo_gap_ev=9.358 homo_ha=-0.430 charge=+1 smiles="Cc1cccc(NC(=O)CNC/C(O)=[NH+]/c2cccc(C)c2C)c1C"
C 3.322094 -1.529732 -2.599681 0.02 -0.01 0.02 -0.035
C 3.509951 -0.484861 -1.545373 0.02 0.16 0.09 -0.223
C 4.273388 0.641571 -1.814994 -0.03 -0.01 0.06 -0.030
C 4.483625 1.612437 -0.851870 0.02 0.00 0.07 -0.062
C 3.903963 1.472293 0.392558 -0.08 -0.07 0.01 -0.018
C 3.122718 0.356272 0.665826 0.12 0.13 -0.36 -0.181
N 2.528490 0.286905 1.967999 0.42 -0.04 0.06 0.153
C 1.224291 0.316485 2.196685 -0.12 0.08 0.18 -0.383
O 0.381588 0.322199 1.285860 0.65 0.20 0.12 0.055
C 0.758004 0.353089 3.644170 -0.21 0.01 -0.06 -0.098
N -0.655148 0.631342 3.744809 0.07 0.21 -0.06 -0.036
C -1.501001 -0.354342 3.122757 0.11 0.03 0.02 -0.095
C -1.441851 -0.460842 1.599687 -0.99 -0.09 0.25 -0.347
O -1.126750 -1.648049 1.147536 0.03 -0.15 -0.06 0.158
N -2.180809 0.355707 0.864669 0.10 0.07 -0.06 0.150
C -2.325281 0.237379 -0.558143 -0.05 -0.12 -0.33 -0.180
C -1.189247 0.119741 -1.352023 0.07 0.09 0.05 -0.027
C -1.332292 0.006922 -2.722144 -0.03 -0.07 0.03 -0.050
C -2.595958 0.021150 -3.284007 0.01 0.02 0.08 -0.020
C -3.734838 0.143223 -2.498049 0.20 0.02 0.04 -0.216
C -5.086149 0.164836 -3.135994 -0.04 -0.02 0.00 -0.033
C -3.607175 0.240601 -1.106787 0.14 -0.07 0.07 -0.159
C -4.823569 0.348705 -0.240311 -0.01 0.01 -0.05 -0.019
C 2.929065 -0.647369 -0.279720 0.03 0.08 0.11 -0.163
C 2.167979 -1.901607 0.023060 0.06 0.04 0.06 -0.020
H 3.795179 -1.224781 -3.528434 0.01 -0.03 -0.07 0.083
H 3.762613 -2.475104 -2.285337 0.00 -0.12 -0.05 0.091
H 2.264416 -1.706567 -2.790530 -0.08 -0.08 -0.06 0.079
H 4.720051 0.755310 -2.790910 0.04 0.00 -0.12 0.116
H 5.092046 2.475326 -1.070497 0.06 0.09 -0.02 0.110
H 4.046141 2.224245 1.154284 -0.01 0.10 0.07 0.116
H 3.160100 0.388578 2.751652 -0.17 -0.03 0.01 0.169
H 0.956762 -0.614887 4.117107 0.09 0.08 -0.02 0.144
H 1.304492 1.121424 4.195113 0.08 -0.10 -0.02 0.139
H -0.861486 1.567978 3.413740 -0.01 -0.06 0.13 0.129
H -2.536050 -0.138793 3.405542 0.04 -0.15 -0.13 0.143
H -1.230124 -1.336232 3.521614 -0.13 0.05 -0.10 0.144
H -1.196210 -1.695217 0.175430 -0.05 0.06 0.05 0.136
H -2.520540 1.212682 1.280148 0.11 -0.15 0.16 0.179
H -0.211281 0.164665 -0.898262 0.12 0.03 0.04 0.103
H -0.458458 -0.074280 -3.348981 0.10 -0.01 -0.06 0.110
H -2.701942 -0.056183 -4.355035 -0.04 -0.01 -0.13 0.118
H -4.998720 0.170086 -4.218289 -0.04 0.01 -0.06 0.084
H -5.662812 -0.712637 -2.844598 -0.11 -0.04 -0.01 0.092
H -5.645253 1.046148 -2.827584 -0.11 0.05 -0.02 0.091
H -4.596260 0.155790 0.804649 -0.07 -0.01 0.03 0.072
H -5.578778 -0.365046 -0.560765 -0.09 -0.02 0.04 0.088
H -5.260206 1.343738 -0.324939 -0.11 0.06 0.05 0.099
H 2.810565 -2.765932 -0.139695 -0.03 -0.11 -0.01 0.095
H 1.313991 -2.002377 -0.645529 -0.11 -0.06 -0.03 0.078
H 1.811804 -1.932326 1.047975 -0.02 -0.05 0.01 0.072

---

[3]
17
Properties=species:S:1:pos:R:3:forces:R:3:lowdin_charge:R:1 method="wB97M-V/def2-TZVPD" homo_lumo_gap_ev=9.956 homo_ha=-0.340
C 0.789217 1.739049 -0.716524 -0.75 4.00 -0.75 -0.077
C 0.886666 -0.602904 -0.833795 1.78 -1.44 3.65 -0.087
C -1.656537 -1.412338 0.295018 -0.21 -2.36 0.07 -0.283
C 0.226671 0.511791 -0.156110 -2.31 -0.98 3.73 -0.667
O -2.214693 1.022632 0.893153 0.06 0.15 -0.87 -0.538
O 0.199554 0.452556 1.331315 2.84 -0.44 -2.50 -0.085
S -1.678453 0.256654 -0.296720 -0.34 0.78 0.25 0.956
H 1.701868 2.147207 -0.223550 -0.54 -0.89 -0.03 0.115
H 0.075117 2.618543 -0.681764 0.53 -0.89 0.22 0.107
H 1.016910 1.660549 -1.789514 -0.05 -0.28 0.30 0.094
H 0.377097 -0.856722 -1.656842 -1.65 -0.84 -3.47 0.049
H 1.068460 -1.524970 -0.258307 -0.33 0.50 0.11 0.114
H 1.818325 -0.193826 -1.042553 1.98 0.02 -0.96 0.070
H -1.256298 -1.502261 1.331483 -0.03 0.45 -0.91 0.079
H -1.046326 -2.035051 -0.416813 -0.71 0.48 0.79 0.057
H -2.688009 -1.874872 0.339796 0.94 0.94 -0.38 0.075
H -0.541804 1.012010 1.527310 -1.20 0.81 0.76 0.020

---

Computed values of LUMO energy (unit: eV) for the preceding records, in sequence: -4.51; -2.33; 0.70.
Computed values of DFT total energy (unit: eV) for the preceding records, in sequence: -13536.936; -29722.511; -19238.506.
Computed values of ΔE to the lowest compared entry with this formula, charge and spin (unit: kJ/mol) for the preceding records, in sequence: 667.6; 37.5; 239.8.